1.
{"formula": "C5H8ClF", "method": "the ωB97M-V functional and the def2-TZVPD basis", "homo_lumo_gap_ev": 11.2, "lumo_energy_ev": 0.92, "species": ["Cl", "F", "C", "C", "C", "C", "C", "H", "H", "H", "H", "H", "H", "H", "H"], "positions_angstrom": [[2.313, -1.001, -0.220], [1.801, 1.522, 0.383], [0.352, 0.578, -1.070], [1.270, 0.387, 0.192], [-1.034, -0.115, -0.753], [0.342, -0.048, 1.347], [-0.858, -0.784, 0.743], [0.728, -0.019, -2.240], [-0.650, -1.870, 0.558], [0.838, -0.265, 2.342], [-0.172, 1.024, 1.337], [0.286, 1.727, -1.387], [-2.019, 0.625, -0.711], [-1.771, -0.817, 1.099], [-1.425, -0.943, -1.620]]}



2.
{"formula": "C38H104IN2O15S13Si", "method": "the ωB97M-V functional and the def2-TZVPD basis", "homo_lumo_gap_ev": 7.6, "charge": 1, "lumo_energy_ev": -1.78, "species": ["I", "S", "S", "S", "S", "S", "S", "S", "S", "S", "S", "S", "S", "S", "Si", "O", "O", "O", "O", "O", "O", "O", "O", "O", "O", "O", "O", "O", "O", "O", "N", "N", "C", "C", "C", "C", "C", "C", "C", "C", "C", "C", "C", "C", "C", "C", "C", "C", "C", "C", "C", "C", "C", "C", "C", "C", "C", "C", "C", "C", "C", "C", "C", "C", "C", "C", "C", "C", "C", "C", "H", "H", "H", "H", "H", "H", "H", "H", "H", "H", "H", "H", "H", "H", "H", "H", "H", "H", "H", "H", "H", "H", "H", "H", "H", "H", "H", "H", "H", "H", "H", "H", "H", "H", "H", "H", "H", "H", "H", "H", "H", "H", "H", "H", "H", "H", "H", "H", "H", "H", "H", "H", "H", "H", "H", "H", "H", "H", "H", "H", "H", "H", "H", "H", "H", "H", "H", "H", "H", "H", "H", "H", "H", "H", "H", "H", "H", "H", "H", "H", "H", "H", "H", "H", "H", "H", "H", "H", "H", "H", "H", "H", "H", "H", "H", "H", "H", "H", "H", "H", "H", "H", "H", "H"], "positions_angstrom": [[0.348, -0.991, 1.413], [1.650, -10.792, -3.644], [8.983, -0.215, -4.006], [-5.869, 7.138, -2.112], [-4.404, 1.828, 5.274], [10.019, 4.948, -1.078], [-4.381, 5.328, 13.055], [-3.976, 0.944, 9.290], [4.183, -1.748, -5.867], [6.060, -2.285, -1.548], [-0.234, -5.532, -3.156], [-7.787, -1.436, 1.215], [-2.093, 6.023, 0.844], [5.602, -9.762, -6.585], [-4.001, 1.619, -0.928], [-3.886, 2.353, 3.967], [3.716, -2.360, -7.155], [-5.356, 7.208, -0.704], [-4.680, -0.070, 8.438], [3.293, 1.834, 1.368], [8.516, -0.827, -5.294], [-1.339, 5.281, -0.219], [-1.338, -4.822, -2.430], [3.299, 2.772, -0.842], [6.736, -10.726, -6.395], [-7.368, -0.060, 1.641], [1.683, -9.307, -3.435], [5.356, -3.298, -2.401], [10.294, 4.178, -2.336], [-4.106, 4.558, 11.797], [-1.250, 1.302, -0.733], [-0.816, 2.074, -3.425], [2.532, 2.362, 0.191], [0.217, -6.984, -2.176], [3.797, 0.018, -5.933], [-6.005, 1.050, 4.952], [-4.198, -0.146, -1.767], [8.991, 3.905, -0.015], [-9.591, -1.515, 1.328], [-0.985, -6.456, -4.518], [-3.521, 0.289, 5.630], [4.822, -1.529, -0.468], [-7.468, -2.556, 2.599], [-0.434, -2.170, -1.348], [8.728, 6.158, -1.452], [1.006, 0.188, -1.554], [-5.345, 2.733, -1.824], [3.341, -11.330, -3.999], [-3.113, 0.046, 10.602], [-5.672, 6.538, 12.681], [-5.409, 4.285, 14.118], [-0.984, 6.222, 2.260], [6.019, -8.249, -5.686], [0.203, 2.548, -2.394], [8.597, 1.551, -4.072], [-2.206, 2.342, -1.270], [-6.947, 8.568, -2.370], [6.924, -3.182, -0.237], [-5.215, 1.700, 10.371], [-4.408, 1.468, 0.947], [10.777, -0.014, -4.118], [-7.191, 5.903, -2.148], [0.209, 1.523, -1.070], [5.977, -1.547, -5.979], [0.754, -1.180, -0.713], [5.769, -9.045, -8.238], [-2.145, 2.570, -2.898], [0.898, 2.385, 0.137], [1.550, -11.569, -2.013], [-2.111, 7.771, 0.379], [6.237, -1.014, -6.897], [8.121, 3.549, -0.571], [-5.399, 0.812, 1.040], [-2.722, 7.885, -0.519], [5.273, -7.480, -5.900], [11.138, 0.539, -3.248], [-7.872, -3.544, 2.370], [-5.912, 0.328, 4.137], [3.376, -12.421, -4.038], [-9.924, -2.538, 1.141], [-2.547, 8.360, 1.190], [-3.087, 2.160, -3.479], [-7.435, 8.486, -3.344], [4.261, -2.306, 0.058], [-4.720, 2.357, 11.090], [11.238, -1.005, -4.132], [-4.434, -0.963, -0.933], [0.577, -11.334, -1.575], [-4.667, 2.516, 1.415], [-2.473, 0.528, 5.828], [0.516, 2.076, 1.225], [-1.378, -5.744, -5.247], [7.511, 1.671, -4.053], [5.031, -8.250, -8.366], [9.030, 2.052, -3.203], [6.438, -2.538, -5.993], [2.711, 0.138, -5.914], [-1.527, 0.386, -1.143], [-5.729, 4.859, 14.991], [2.341, -11.184, -1.366], [-4.897, 3.787, -2.079], [-10.016, -0.853, 0.570], [-6.752, 4.919, -1.968], [5.587, -9.829, -8.977], [-1.326, 1.338, 0.321], [-3.805, -0.627, 11.113], [7.012, -7.901, -5.980], [5.317, -0.872, 0.251], [0.934, -7.591, -2.732], [-0.237, -2.408, -2.481], [1.645, -12.652, -2.119], [-0.676, -7.571, -1.947], [-7.926, 6.120, -1.370], [-0.617, 2.665, -4.286], [-3.594, 0.883, 1.584], [-6.387, -2.631, 2.743], [-0.795, 5.238, 2.695], [7.730, -3.766, -0.688], [-6.356, 0.550, 5.857], [-2.149, 3.334, -0.647], [-2.688, 0.759, 11.313], [1.284, 2.446, -2.890], [8.993, 1.987, -4.992], [-7.927, -2.164, 3.510], [-7.670, 5.911, -3.130], [-5.264, 7.280, 11.990], [4.020, -10.959, -3.228], [-1.517, -1.796, -1.109], [0.576, 3.529, 0.026], [-1.094, 8.113, 0.171], [-5.699, 2.167, -2.810], [-5.900, 2.288, 9.756], [-3.584, -0.385, 4.773], [-4.813, 3.430, 14.446], [-1.457, 6.863, 3.007], [-0.228, -7.082, -4.996], [-3.956, -0.185, 6.513], [4.137, -0.940, -1.082], [1.752, -1.828, -0.817], [3.638, -10.924, -4.969], [-9.918, -1.188, 2.318], [4.193, 0.453, -6.854], [-1.802, -7.077, -4.142], [8.671, 4.478, 0.858], [2.187, 0.317, -1.656], [-5.048, -0.132, -2.605], [8.416, 6.655, -0.531], [-2.307, -0.538, 10.151], [-6.718, 1.827, 4.668], [-0.308, -3.193, -0.745], [0.676, -6.645, -1.244], [6.777, -8.647, -8.372], [-7.698, 8.618, -1.577], [0.644, -0.031, -2.672], [6.014, -8.468, -4.615], [0.099, 3.676, -2.096], [6.231, -3.856, 0.274], [-6.279, 3.929, 13.562], [9.587, 3.049, 0.313], [-2.160, 3.749, -3.079], [-6.336, 9.473, -2.347], [-5.776, 0.923, 10.896], [11.037, 0.519, -5.036], [-0.038, 6.661, 1.934], [7.348, -2.470, 0.475], [4.230, 0.519, -5.064], [2.639, 1.594, 2.111], [-5.984, 7.036, 13.602], [7.873, 5.661, -1.917], [-3.200, -0.436, -2.311], [6.338, -0.994, -5.109], [-6.527, 6.041, 12.215], [-6.281, 2.773, -1.109], [9.136, 6.899, -2.143]]}



3.
{"formula": "C6H12N2", "method": "the ωB97M-V functional and the def2-TZVPD basis", "homo_lumo_gap_ev": [6.5, 6.5], "lumo_energy_ev": [0.31, 0.31], "species": ["N", "N", "C", "C", "C", "C", "C", "C", "H", "H", "H", "H", "H", "H", "H", "H", "H", "H", "H", "H"], "positions_angstrom": [[1.769, -0.713, -0.304], [0.746, 0.133, -0.672], [-0.244, 0.648, 0.684], [0.454, 1.283, 1.661], [-0.599, 1.170, -2.419], [0.259, 0.094, -1.857], [-0.620, -1.605, 2.168], [-0.972, -1.033, 1.028], [1.663, -1.001, 0.667], [-1.656, 0.954, -2.244], [-0.365, 2.130, -1.965], [0.065, -1.078, 2.838], [1.774, -1.559, -0.871], [0.469, -0.784, -2.468], [-0.970, -2.580, 2.489], [-1.101, 1.155, 0.265], [-0.454, 1.232, -3.495], [0.066, 2.181, 2.111], [-1.663, -1.509, 0.332], [1.379, 0.885, 2.051]]}



4.
{"formula": "C4H8N2O2", "method": "the ωB97M-V functional and the def2-TZVPD basis", "homo_lumo_gap_ev": 10.0, "smiles": "O=CN(O)C[C@@H]1CN1", "lumo_energy_ev": 0.66, "species": ["O", "O", "N", "N", "C", "C", "C", "C", "H", "H", "H", "H", "H", "H", "H", "H"], "positions_angstrom": [[1.213, 1.638, -0.182], [2.377, -1.585, -0.206], [1.401, 0.386, 0.394], [-2.100, -0.876, 0.052], [-0.780, -0.604, -0.368], [-1.858, 0.375, -0.578], [0.135, -0.255, 0.858], [2.174, -0.429, -0.416], [-0.426, -1.290, -1.088], [0.369, -1.195, 1.423], [-1.892, 1.250, 0.065], [-0.475, 0.524, 1.467], [-2.323, -0.829, 1.070], [2.640, 0.151, -1.340], [1.766, 2.202, 0.414], [-2.220, 0.536, -1.566]]}



Max |F| (eV Å⁻¹)
7.2 8.9 3.2 3.6